(1)
{
  "formula": "C27H38BrCuN3O2Si",
  "method": "ωB97M-V with the def2-TZVPD basis set",
  "spin_multiplicity": 2,
  "homo_energy_ev": [-6.5, -6.5],
  "charge": 0,
  "orbital_gap_ha": [0.2233, 0.2117],
  "symbols": ["Cu", "C", "C", "C", "C", "C", "C", "C", "Br", "C", "O", "C", "C", "C", "C", "C", "C", "H", "H", "H", "H", "H", "H", "H", "H", "H", "H", "H", "H", "H", "H", "H", "H", "H", "H", "H", "H", "N", "C", "C", "C", "C", "C", "N", "C", "C", "C", "C", "C", "N", "H", "H", "H", "H", "H", "H", "H", "H", "H", "C", "Si", "C", "C", "O", "H", "H", "H", "H", "H", "H", "H", "H", "H"],
  "positions_angstrom": [[-1.25767, -1.27331, -0.73833], [4.30417, 4.33664, 0.59474], [4.53147, 2.82556, 0.33377], [4.78760, 2.20750, 1.76900], [5.79747, 2.50415, -0.55760], [3.32744, 2.19036, -0.28324], [3.35409, 0.83374, -0.67322], [2.21815, 0.25883, -1.25264], [2.28147, -1.22977, -2.45617], [0.90495, 0.88977, -1.10184], [-0.14207, 0.26284, -1.51538], [0.87812, 2.26941, -0.56915], [2.08782, 2.88399, -0.36758], [-0.43713, 3.01444, -0.25523], [-0.87295, 3.80809, -1.47691], [-0.22211, 4.04432, 0.92304], [-1.54090, 2.10167, 0.23624], [5.28867, 4.78565, 0.93586], [3.43570, 4.56875, 1.27585], [4.04365, 4.83208, -0.37222], [5.76836, 2.51447, 2.11429], [4.64179, 1.10622, 1.83259], [4.07489, 2.57907, 2.52194], [6.58946, 3.21502, -0.26632], [5.53958, 2.75149, -1.62045], [6.09430, 1.49595, -0.54720], [4.20037, 0.18276, -0.59111], [2.16236, 3.94926, -0.07701], [-0.10682, 4.57509, -1.56934], [-1.81267, 4.37621, -1.24765], [-0.95076, 3.27196, -2.45640], [0.43758, 4.87590, 0.65866], [0.24512, 3.54140, 1.80016], [-1.21370, 4.43240, 1.21407], [-1.74835, 1.24302, -0.41625], [-2.45455, 2.62679, 0.40892], [-1.19686, 1.64984, 1.18053], [-3.17101, -3.44139, -1.80122], [-3.49718, -2.12428, -2.05826], [-4.83629, -1.84203, -2.42470], [-5.15937, -0.56397, -2.94736], [-4.12180, 0.40497, -3.04991], [-2.86424, 0.03933, -2.56087], [-2.57837, -1.16504, -2.00426], [-1.95729, -3.99321, -1.45101], [-2.03442, -5.41728, -1.36225], [-0.97648, -6.07703, -0.80204], [0.06268, -5.34049, -0.23715], [0.06992, -3.96616, -0.39761], [-0.92621, -3.31804, -1.01335], [-3.94042, -4.11495, -1.91581], [-5.54503, -2.61786, -2.38849], [-6.14459, -0.34999, -3.36615], [-4.22672, 1.37892, -3.46293], [-1.95840, 0.67362, -2.70761], [-2.94412, -5.97643, -1.69643], [-0.87268, -7.16390, -0.92754], [0.77648, -5.84504, 0.37497], [0.82932, -3.29849, -0.02450], [-2.71635, -1.12575, 2.82379], [-1.03715, -1.93214, 2.42782], [-1.41219, -3.84033, 2.71173], [0.33736, -1.61367, 3.62393], [-0.54345, -1.55089, 0.91726], [-3.14983, -1.57527, 3.70859], [-3.40055, -1.30721, 1.98246], [-2.52230, 0.00573, 2.97612], [-1.48944, -4.36909, 1.76071], [-2.39455, -3.96623, 3.18141], [-0.60788, -4.30406, 3.33763], [1.03953, -0.85996, 3.17364], [0.89998, -2.58940, 3.61505], [-0.02497, -1.35453, 4.59594]],
  "forces_ev_per_angstrom": [[2.8, 0.0, 1.0], [0.8, 0.6, -0.9], [0.7, -0.6, 1.3], [-0.8, -0.3, -0.2], [-1.4, 3.1, -0.6], [-1.4, -1.0, -0.3], [-1.0, 0.4, -0.7], [-1.6, 1.7, 0.6], [0.1, 0.0, 0.7], [1.8, 0.7, 0.4], [-1.4, -0.4, -0.3], [-0.5, -1.9, -0.6], [1.6, 0.3, 1.0], [0.4, 0.2, 0.2], [-0.4, 0.9, -0.3], [0.0, -0.7, -0.1], [0.7, -1.6, 0.4], [-1.3, -0.3, -0.1], [1.3, -0.4, -0.3], [0.3, -0.2, 0.6], [0.3, -0.2, 0.1], [0.5, 0.6, -0.4], [0.0, 0.2, -0.4], [0.1, -0.6, 0.0], [0.2, -0.2, 0.8], [0.4, -1.2, 0.4], [0.7, 0.1, -0.1], [-0.6, -0.9, -0.3], [0.1, 0.2, -0.6], [0.5, -0.6, -0.3], [0.0, 0.2, 1.0], [-0.2, 0.0, -0.1], [-0.4, 0.2, -0.5], [0.4, 0.0, 0.0], [0.1, 0.6, 0.0], [-0.6, 0.6, 0.2], [-0.3, 0.1, -0.1], [-0.8, 0.9, -0.3], [-1.3, -0.1, -0.3], [0.9, 2.3, -0.9], [1.3, -0.6, 0.3], [0.6, -1.9, 1.0], [0.1, 0.6, -0.7], [-1.3, 0.5, -1.7], [-1.0, -2.7, 1.0], [-0.3, 0.1, -0.5], [0.3, -0.5, -0.6], [-0.1, 0.7, -0.2], [0.2, -0.5, 0.1], [-0.8, 0.5, -0.6], [0.8, 0.7, 0.1], [-0.9, -0.8, 0.0], [0.2, -0.1, 0.4], [-0.3, 0.5, -0.3], [-0.9, -0.4, 0.6], [1.0, 0.7, 0.1], [-0.4, 0.4, 0.7], [0.7, -0.1, 0.0], [0.2, -0.2, 0.2], [1.2, 1.6, -0.2], [-0.8, -1.0, -0.8], [0.4, 0.6, -0.1], [1.4, -0.3, -1.5], [-0.1, 0.2, 1.2], [-0.1, 0.1, 0.3], [0.1, 0.3, 0.1], [-0.7, -1.7, -0.2], [0.2, -0.1, 0.0], [0.2, 0.0, 0.2], [-0.8, 0.2, -0.5], [-0.7, -0.4, 0.7], [-0.4, 1.0, 0.4], [0.1, 0.2, 0.7]],
  "mulliken_spin": [0.68, 0.00, 0.00, 0.00, 0.00, 0.02, -0.01, 0.04, 0.00, -0.02, 0.07, 0.02, -0.01, 0.00, 0.00, 0.00, -0.01, 0.00, 0.00, 0.00, 0.00, 0.00, 0.00, 0.00, 0.00, 0.00, 0.00, 0.00, 0.00, 0.00, 0.00, 0.00, 0.00, 0.00, -0.01, 0.00, 0.00, 0.00, -0.01, 0.00, 0.00, 0.01, 0.01, 0.07, 0.01, 0.00, 0.00, 0.00, 0.00, 0.04, 0.00, 0.00, 0.00, 0.00, 0.00, 0.00, 0.00, 0.00, 0.00, 0.00, 0.02, 0.00, 0.00, 0.07, 0.00, 0.00, 0.00, 0.00, 0.00, 0.00, 0.00, 0.00, 0.00]
}

=====

(2)
{
  "formula": "C27H38Cl2N3O6Sm",
  "method": "ωB97M-V with the def2-TZVPD basis set",
  "spin_multiplicity": 6,
  "homo_energy_ev": [-6.6, -6.6],
  "charge": 0,
  "orbital_gap_ha": [0.2528, 0.2532],
  "symbols": ["O", "C", "C", "C", "H", "C", "H", "C", "H", "C", "H", "C", "H", "H", "C", "C", "H", "H", "H", "C", "C", "H", "H", "H", "H", "Sm", "Cl", "C", "O", "N", "C", "C", "H", "H", "H", "H", "H", "H", "H", "H", "H", "C", "C", "N", "H", "C", "O", "H", "H", "H", "H", "H", "H", "C", "C", "N", "H", "C", "O", "H", "H", "H", "H", "Cl", "C", "C", "C", "C", "C", "C", "C", "O", "O", "H", "H", "H", "H"],
  "positions_angstrom": [[-1.28625, 1.82009, -3.03467], [-0.12713, 1.42432, -3.25201], [0.11230, 0.32639, -4.17138], [-0.39714, -0.97751, -4.10706], [-0.55948, -1.43606, -3.13849], [-0.61421, -1.61636, -5.31632], [-0.98481, -2.63288, -5.28895], [-0.28167, -0.98996, -6.51945], [-0.40669, -1.53082, -7.46625], [0.26613, 0.31273, -6.53210], [0.59903, 0.77671, -7.45232], [0.45935, 0.98276, -5.35898], [0.82512, 2.00561, -5.27572], [0.78692, 2.07699, -3.06626], [2.12638, 1.82426, -1.10811], [1.53439, 0.44868, -1.33318], [2.68124, 2.28672, -1.92404], [2.82135, 1.67106, -0.29161], [1.35777, 2.57375, -0.84676], [2.15249, -0.36597, -2.12365], [3.67080, -0.38466, -2.23798], [1.66595, -1.16167, -2.73817], [4.00044, -0.05984, -3.24181], [4.10744, -1.34555, -2.04121], [4.06384, 0.38395, -1.55116], [0.92707, -0.41680, 0.59513], [3.23683, -1.98548, 0.56329], [1.22167, -1.76145, 3.15898], [1.04202, -0.53547, 2.93108], [0.78238, -2.41179, 4.22315], [0.12578, -1.64095, 5.28815], [1.04785, -3.82318, 4.42915], [1.76730, -2.41375, 2.44770], [-0.27759, -0.71837, 4.86033], [0.82931, -1.42470, 6.09589], [-0.68023, -2.27967, 5.69441], [1.00946, -4.31745, 3.43184], [0.31524, -4.22614, 5.08148], [2.05642, -3.96998, 4.83704], [-4.62321, 0.24958, -2.81256], [-4.83491, -1.13203, -1.13449], [-3.54119, 0.05708, -2.91135], [-3.78989, -1.30365, -0.88593], [-2.99674, -0.31817, -1.60599], [-3.01040, 0.96038, -3.30304], [-2.41036, 0.63341, -0.79934], [-1.58450, 0.38969, 0.08299], [-3.61311, -1.16225, 0.18285], [-2.66260, 1.69719, -1.02929], [-3.39819, -0.77162, -3.61813], [-3.48383, -2.30125, -1.20206], [0.41118, 4.52449, 3.45448], [-1.61941, 5.56453, 1.93364], [0.89099, 4.34110, 2.49738], [-0.95048, 5.25188, 1.11103], [-0.13035, 4.10203, 1.49415], [1.53836, 3.48259, 2.54618], [-0.31822, 2.90390, 0.96017], [0.47817, 1.93697, 1.16990], [-1.56988, 4.97680, 0.21597], [-1.22460, 2.78539, 0.31328], [1.43430, 5.23281, 2.22388], [-0.29951, 6.11030, 0.85919], [-1.82231, -8.42183, 1.50409], [-1.57941, -6.78955, 1.02320], [-2.15652, -5.74992, 1.76566], [-1.90820, -4.42417, 1.43095], [-1.09537, -4.12897, 0.29382], [-0.56188, -5.17600, -0.49117], [-0.81489, -6.49608, -0.11660], [-0.61721, -2.72343, 0.12415], [-0.55484, -2.10310, 1.24468], [-0.22729, -2.21451, -0.96246], [-2.79271, -5.98046, 2.61598], [-2.26776, -3.61173, 2.02306], [0.05419, -4.90944, -1.30762], [-0.41968, -7.31954, -0.70601]],
  "forces_ev_per_angstrom": [[2.4, -0.3, 0.4], [-0.8, 1.7, 1.2], [-0.8, 0.2, -0.6], [0.4, 1.0, -0.3], [-0.3, 0.0, 0.0], [0.5, -0.1, 0.0], [-0.1, 0.0, -0.3], [0.2, 0.4, -0.3], [0.0, 0.3, 0.4], [0.0, -1.1, -0.9], [-0.2, -0.1, -0.2], [0.0, -0.8, 0.8], [0.0, -0.2, -0.4], [-1.2, -0.5, 0.1], [0.2, 0.1, 0.9], [-2.4, 3.3, -2.1], [0.3, -0.5, -0.3], [0.5, 1.0, 0.6], [0.5, -0.5, 0.1], [2.4, -2.9, -1.8], [-0.2, 1.9, -1.1], [0.2, 0.1, 1.3], [-0.1, -0.2, 0.1], [0.0, -0.4, 0.2], [0.2, -0.6, -0.1], [-1.0, -0.6, 0.1], [-0.5, 0.2, 0.3], [0.0, -0.2, -0.2], [0.4, -1.0, 1.0], [-0.3, 1.3, 0.7], [-0.3, -0.8, -0.1], [1.2, 0.2, -1.6], [-0.1, 0.4, 0.2], [0.1, -0.3, 0.2], [0.0, 0.1, -0.1], [0.2, 0.5, -0.1], [-0.1, 0.1, 0.8], [-0.7, -0.4, 0.5], [-0.3, -0.1, 0.1], [0.2, 0.0, -0.2], [-0.2, -0.1, 0.1], [-0.1, 0.8, 0.0], [0.8, -0.4, -0.1], [-0.1, 0.9, 0.5], [-0.6, -1.0, 0.4], [1.1, 0.2, -0.6], [-1.3, 0.1, -0.4], [-0.1, -0.3, -0.1], [0.1, -0.5, -0.1], [0.0, 0.2, 0.2], [-0.2, -0.2, 0.2], [0.0, -0.1, 0.2], [0.3, -0.2, -0.3], [-0.4, 0.1, -0.2], [-0.5, -0.2, -0.5], [-0.4, 0.6, -0.2], [0.2, -0.2, 0.1], [1.2, -2.1, 0.1], [-1.7, 1.7, 0.1], [0.6, 0.3, 0.9], [0.8, 0.1, 0.4], [0.4, 0.2, -0.1], [-0.3, -0.5, 0.0], [-0.1, -0.3, 0.1], [0.2, 1.3, -0.7], [0.0, 0.0, 0.0], [1.1, -0.7, -1.6], [-0.2, -1.1, 0.4], [-1.4, 0.5, 1.8], [-0.1, -0.3, 0.2], [0.2, 0.4, -0.1], [-0.1, 0.0, -0.4], [-0.3, -0.6, 1.2], [0.2, -0.1, -0.1], [-0.2, 0.3, 0.3], [0.5, 0.0, -0.8], [0.0, 0.1, 0.1]],
  "mulliken_spin": [-0.01, -0.01, 0.00, 0.00, 0.00, 0.00, 0.00, 0.00, 0.00, 0.00, 0.00, 0.00, 0.00, 0.00, 0.01, -0.09, 0.00, 0.00, 0.00, 0.02, -0.01, 0.00, 0.00, 0.00, 0.00, 5.11, -0.01, 0.00, -0.01, 0.00, 0.00, 0.00, 0.00, 0.00, 0.00, 0.00, 0.00, 0.00, 0.00, 0.00, 0.00, 0.00, 0.00, 0.00, 0.00, 0.00, 0.00, 0.00, 0.00, 0.00, 0.00, 0.00, 0.00, 0.00, 0.00, 0.00, 0.00, 0.00, 0.00, 0.00, 0.00, 0.00, 0.00, 0.00, 0.00, 0.00, 0.00, 0.00, 0.00, 0.00, -0.01, -0.01, 0.00, 0.00, 0.00, 0.00, 0.00]
}

=====

(3)
{
  "formula": "C27H38ClN4O8Zn",
  "method": "ωB97M-V with the def2-TZVPD basis set",
  "spin_multiplicity": 1,
  "homo_energy_ev": -4.9,
  "charge": -1,
  "orbital_gap_ha": 0.2272,
  "symbols": ["O", "C", "C", "C", "H", "C", "H", "C", "H", "C", "H", "C", "H", "H", "C", "C", "H", "H", "H", "C", "C", "H", "H", "H", "H", "Zn", "Cl", "C", "O", "N", "C", "C", "H", "H", "H", "H", "H", "H", "H", "H", "H", "C", "C", "N", "H", "C", "O", "H", "H", "H", "H", "H", "H", "C", "C", "N", "H", "C", "O", "H", "H", "H", "H", "O", "C", "O", "C", "C", "C", "C", "C", "C", "N", "O", "O", "H", "H", "H", "H"],
  "positions_angstrom": [[-1.19018, -1.04326, -1.45878], [-0.81385, -1.91262, -2.43239], [-0.63264, -3.33282, -1.85039], [-0.45546, -3.54566, -0.47945], [-0.43606, -2.68302, 0.19573], [-0.28753, -4.85211, 0.00302], [-0.19008, -5.00270, 1.08018], [-0.23010, -5.93880, -0.87996], [-0.06149, -6.95185, -0.49852], [-0.37335, -5.71301, -2.25793], [-0.31870, -6.54933, -2.95815], [-0.58766, -4.41704, -2.73592], [-0.69738, -4.21223, -3.80738], [-1.59603, -2.04874, -3.21587], [0.16845, -0.26551, -4.12457], [0.41608, -1.43235, -3.22396], [0.97005, -0.18901, -4.86945], [0.14680, 0.65038, -3.50233], [-0.79280, -0.39487, -4.64764], [1.63185, -1.91184, -2.91326], [2.93087, -1.39972, -3.43571], [1.71036, -2.72946, -2.18739], [3.44825, -2.19862, -3.97943], [3.54110, -1.13940, -2.56453], [2.84360, -0.51311, -4.07727], [-0.14533, 0.51341, -0.62702], [2.14487, 0.73479, -1.39890], [1.46160, 2.61977, 0.43191], [0.32880, 2.64284, -0.07505], [2.00939, 3.58821, 1.15403], [1.28582, 4.83968, 1.17347], [3.32087, 3.51304, 1.79687], [2.16528, 1.75818, 0.28135], [0.32381, 4.62765, 0.69978], [1.83366, 5.59744, 0.59805], [1.15201, 5.17060, 2.20730], [3.66662, 2.47142, 1.83249], [3.24772, 3.90045, 2.82194], [4.06711, 4.11637, 1.25786], [-4.13975, -2.68065, 1.91235], [-3.17839, -0.92742, 3.59903], [-3.22944, -2.46592, 1.33234], [-2.36892, -0.74810, 2.87325], [-2.82153, -1.09264, 1.53826], [-3.42665, -2.60143, 0.26238], [-3.01038, -0.21650, 0.52401], [-2.42307, 0.86102, 0.35948], [-2.02641, 0.29122, 2.90431], [-3.74093, -0.60357, -0.21772], [-2.42734, -3.14357, 1.65309], [-1.53624, -1.42222, 3.13476], [-2.57947, 4.40684, -3.63206], [-4.96458, 3.11431, -3.50398], [-2.26317, 3.43671, -4.04302], [-4.40621, 2.19794, -3.73391], [-2.99819, 2.35109, -3.40881], [-1.19597, 3.28725, -3.85818], [-2.40342, 1.59499, -2.46873], [-1.23005, 1.79144, -2.08475], [-4.81445, 1.36949, -3.14727], [-3.02728, 0.76837, -2.08377], [-2.46823, 3.43120, -5.12050], [-4.54659, 1.98457, -4.80116], [-0.29741, 1.22197, 2.03123], [0.53684, 0.27857, 2.05055], [0.73159, -0.56724, 1.10534], [1.37569, 0.25958, 3.32367], [2.66056, -0.31576, 3.37151], [3.48989, -0.10477, 4.47022], [3.00866, 0.65424, 5.55317], [1.71487, 1.19748, 5.55100], [0.90233, 0.96951, 4.45343], [3.86756, 0.99434, 6.64004], [5.04048, 0.56844, 6.68047], [3.40048, 1.71831, 7.55122], [2.99667, -0.90056, 2.51560], [4.50099, -0.49939, 4.52288], [1.39415, 1.78993, 6.40366], [-0.10300, 1.38381, 4.45385]],
  "forces_ev_per_angstrom": [[-0.2, 1.2, 0.6], [0.4, -0.8, -0.2], [0.3, 0.1, -0.3], [-0.1, -0.3, -0.2], [-0.1, -0.3, -0.3], [0.0, 0.1, -0.3], [0.1, -0.1, -0.3], [0.0, 0.3, 0.0], [-0.1, 0.4, -0.2], [-0.1, 0.2, 0.1], [0.0, 0.2, 0.2], [0.0, -0.2, 0.4], [0.0, -0.2, 0.4], [-0.2, 0.1, 0.2], [0.2, 0.1, 0.0], [0.5, -0.9, 1.0], [-0.3, 0.2, 0.1], [0.0, -0.3, -0.6], [0.2, 0.2, 0.1], [-0.8, 0.2, -0.5], [0.3, -0.3, 0.0], [-0.1, 0.3, -0.2], [0.1, 0.0, -0.1], [0.1, 0.1, -0.3], [0.0, -0.3, 0.3], [0.0, -0.5, -0.3], [0.1, -0.7, -1.2], [0.3, -1.3, 0.2], [1.0, 0.1, 0.2], [-0.1, 1.3, 0.3], [0.2, 0.1, 0.2], [-0.4, -0.1, -0.4], [-0.9, 0.7, 0.6], [0.1, 0.3, 0.2], [-0.1, 0.0, 0.1], [-0.1, 0.2, -0.1], [-0.2, 0.3, -0.1], [0.0, -0.1, -0.2], [-0.2, -0.1, 0.1], [0.1, -0.2, -0.1], [0.1, 0.1, -0.2], [-0.4, 0.2, 0.0], [0.3, -0.2, -0.1], [-0.4, 0.1, 0.0], [0.1, -0.2, 0.3], [1.3, 0.8, -0.5], [-1.4, -1.1, 0.5], [-0.1, -0.3, -0.1], [0.3, 0.1, 0.0], [-0.2, 0.1, -0.2], [-0.1, 0.4, 0.0], [0.1, -0.2, -0.1], [0.1, -0.1, 0.1], [-0.1, 0.0, 0.1], [0.2, -0.1, 0.0], [-0.1, 0.2, -0.2], [-0.2, 0.1, 0.0], [1.8, 0.0, 0.8], [-2.1, -0.2, -0.8], [0.0, 0.2, -0.1], [0.4, 0.3, 0.0], [0.1, 0.0, 0.2], [0.1, 0.0, 0.1], [1.2, -1.3, 0.2], [-1.1, 0.5, -0.5], [-0.2, 1.1, 1.2], [0.5, -0.1, 0.6], [-0.4, 0.2, 0.0], [-0.2, 0.2, 0.6], [-0.6, 0.0, -1.4], [0.4, -0.4, -0.1], [0.2, -0.1, -0.3], [1.6, 0.6, 2.6], [-1.9, 0.5, -0.4], [0.8, -1.2, -1.5], [-0.1, 0.2, 0.2], [-0.2, 0.1, -0.1], [0.0, -0.2, -0.2], [0.2, -0.1, -0.3]],
  "mulliken_charge": [-0.65, 0.40, -0.87, 0.59, 0.42, -0.96, 0.39, -0.46, 0.36, -0.70, 0.36, -0.24, 0.36, 0.20, -1.37, 0.28, 0.51, -0.10, 0.34, 0.14, -1.46, 0.23, 0.42, 0.26, 0.30, 3.13, -0.55, -0.07, -0.82, 0.42, -1.00, -0.86, 0.15, 0.21, 0.32, 0.31, 0.26, 0.28, 0.28, 0.33, 0.38, -1.08, -0.96, 0.53, 0.36, -0.28, -0.67, 0.25, 0.38, 0.29, 0.30, 0.31, 0.32, -0.99, -0.95, 0.34, 0.24, 0.61, -0.95, 0.27, -0.33, 0.35, 0.32, -0.78, 0.95, -1.17, 0.10, -0.19, -0.60, -0.02, -0.60, -0.30, 0.96, -0.62, -0.61, 0.43, 0.46, 0.46, 0.38]
}